Record 1
{
  "formula": "C24H44ClN2O6",
  "method": "wB97M-V/def2-TZVPD",
  "total_energy_ha": -1961.4948,
  "charge": -1,
  "homo_ev": -2.6,
  "lumo_ev": 2.480,
  "gap_ev": 5.0388,
  "species": ["C", "N", "C", "C", "C", "C", "C", "C", "C", "C", "N", "C", "C", "C", "H", "H", "H", "H", "H", "H", "H", "H", "H", "H", "H", "H", "H", "H", "Cl", "C", "O", "C", "C", "O", "C", "H", "H", "H", "H", "H", "H", "H", "H", "H", "H", "C", "O", "C", "C", "O", "C", "H", "H", "H", "H", "H", "H", "H", "H", "H", "H", "C", "O", "C", "C", "O", "C", "H", "H", "H", "H", "H", "H", "H", "H", "H", "H"],
  "positions_angstrom": [[3.73, -2.51, -4.43], [3.65, -1.98, -3.09], [3.61, -2.81, -2.04], [3.15, -2.55, -0.80], [2.80, -1.09, -0.63], [2.68, -0.24, -1.82], [3.10, -0.70, -3.01], [2.63, -0.49, 0.70], [3.31, -0.98, 1.92], [3.13, -0.19, 3.06], [2.26, 0.84, 3.20], [1.54, 1.28, 2.09], [1.66, 0.66, 0.93], [1.54, 0.87, 4.51], [2.84, -2.74, -4.96], [4.29, -3.38, -4.41], [4.21, -1.81, -5.10], [3.87, -4.01, -2.19], [3.44, -3.02, 0.03], [2.24, 0.75, -1.72], [3.06, -0.11, -3.80], [3.97, -1.90, 1.98], [3.78, -0.64, 3.92], [0.73, 2.28, 1.97], [0.95, 0.95, -0.01], [0.84, 1.57, 4.62], [2.28, 1.23, 5.18], [1.19, -0.07, 4.85], [-1.07, 3.20, 0.40], [0.14, -4.05, -0.35], [0.08, -3.90, -1.74], [-1.26, -3.53, -2.08], [-1.39, -2.23, -2.38], [-1.47, -1.53, -1.21], [-1.53, -0.14, -1.49], [-0.23, -3.20, 0.23], [1.30, -4.36, -0.31], [-0.44, -4.84, 0.19], [-2.17, -4.01, -1.57], [-1.30, -3.89, -3.03], [-2.26, -2.06, -3.10], [-0.60, -1.84, -2.91], [-2.44, 0.14, -1.99], [-0.87, 0.37, -2.07], [-1.56, 0.44, -0.32], [-2.27, 0.34, 2.40], [-1.67, -0.17, 3.45], [-2.18, 0.17, 4.77], [-1.89, -0.58, 5.88], [-0.60, -0.58, 6.32], [-0.44, -1.42, 7.47], [-1.81, 1.43, 2.19], [-3.25, 0.47, 2.65], [-2.21, -0.42, 1.59], [-3.40, 0.25, 4.57], [-1.66, 1.15, 5.06], [-2.22, -1.57, 5.93], [-2.46, -0.04, 6.75], [0.56, -1.29, 7.75], [-0.68, -2.38, 7.25], [-1.20, -1.33, 8.28], [-1.21, 1.67, -5.03], [-1.43, 2.99, -4.61], [-1.97, 3.08, -3.33], [-1.96, 4.35, -2.85], [-2.59, 5.18, -3.78], [-2.86, 6.50, -3.43], [-2.19, 1.15, -4.95], [-0.37, 1.27, -4.58], [-0.88, 1.49, -5.97], [-1.40, 2.42, -2.67], [-3.04, 2.69, -3.07], [-0.87, 4.76, -2.60], [-2.44, 4.45, -1.93], [-1.97, 6.89, -3.50], [-3.63, 6.70, -2.77], [-3.27, 6.59, -4.43]]
}

Record 2
{
  "formula": "C4H8F3O3",
  "method": "wB97M-V/def2-TZVPD",
  "total_energy_ha": -682.5219,
  "charge": -1,
  "homo_ev": -4.1,
  "lumo_ev": 3.852,
  "gap_ev": 7.9795,
  "species": ["C", "F", "F", "F", "O", "C", "H", "H", "H", "O", "C", "O", "C", "H", "H", "H", "H", "H"],
  "positions_angstrom": [[0.16, -3.58, -0.91], [0.95, -3.38, -2.02], [-0.18, -4.90, -0.96], [1.03, -3.47, 0.14], [-0.87, -2.82, -0.84], [-0.74, -1.03, -0.53], [-0.09, -0.83, -1.39], [-1.82, -0.91, -0.68], [-0.40, -1.16, 0.51], [-0.74, 1.04, -0.16], [0.07, 3.19, 1.67], [0.27, 3.12, 0.28], [0.38, 1.79, -0.24], [0.08, 4.25, 1.96], [-0.90, 2.75, 1.97], [0.88, 2.67, 2.21], [0.68, 1.95, -1.30], [1.24, 1.31, 0.30]]
}

Record 3
{
  "formula": "C22H16Cl2IrN7O4S",
  "method": "wB97M-V/def2-TZVPD",
  "total_energy_ha": -2954.8751,
  "multiplicity": 2,
  "charge": 1,
  "homo_ev": [-11.1, -11.0],
  "s2": 0.755,
  "lumo_ev": [-3.937, -4.976],
  "gap_ev": [7.1192, 6.0556],
  "species": ["Ir", "Cl", "C", "C", "C", "Cl", "C", "O", "C", "C", "O", "C", "H", "H", "H", "C", "N", "C", "C", "N", "C", "S", "C", "C", "C", "C", "C", "N", "H", "H", "H", "H", "H", "H", "H", "H", "H", "N", "C", "C", "O", "O", "H", "H", "H", "H", "N", "C", "C", "C", "N", "C", "N"],
  "positions_angstrom": [[-0.32, -0.28, -0.22], [0.54, 1.73, 7.09], [0.40, 1.57, 5.37], [0.25, 2.75, 4.60], [0.14, 2.69, 3.24], [0.12, 4.15, 2.32], [0.14, 1.43, 2.55], [0.04, 1.40, 1.28], [0.35, 0.27, 3.35], [0.49, -1.00, 2.76], [0.33, -1.32, 1.56], [0.47, 0.36, 4.77], [0.24, 3.71, 5.09], [0.78, -1.82, 3.42], [0.63, -0.54, 5.35], [-2.49, 2.76, -3.46], [-1.26, 2.96, -2.68], [-0.76, 4.19, -2.30], [0.35, 3.97, -1.57], [0.52, 2.59, -1.52], [-0.48, 1.99, -2.21], [-0.72, 0.30, -2.41], [1.66, 1.92, -1.01], [2.88, 2.57, -1.04], [4.00, 1.91, -0.54], [3.85, 0.62, -0.06], [2.60, 0.04, -0.07], [1.51, 0.68, -0.53], [-2.66, 3.67, -4.04], [-3.32, 2.60, -2.78], [-2.37, 1.92, -4.13], [-1.27, 5.10, -2.54], [0.98, 4.65, -1.03], [2.96, 3.55, -1.47], [4.96, 2.39, -0.56], [4.69, 0.06, 0.32], [2.44, -0.97, 0.28], [-1.79, -1.70, -0.01], [-1.56, -2.81, -0.97], [-0.09, -2.88, -1.37], [0.41, -3.78, -1.97], [0.63, -1.80, -1.03], [-1.70, -2.03, 0.95], [-2.69, -1.24, -0.12], [-2.17, -2.64, -1.86], [-1.86, -3.76, -0.53], [-2.15, 0.83, -0.01], [-2.51, 1.85, 0.46], [-2.93, 3.04, 0.96], [-3.23, 3.17, 2.35], [-3.44, 3.25, 3.47], [-2.94, 4.14, 0.06], [-2.89, 4.99, -0.71]]
}